1.
Formula: C4H15N2O
Source: the OMol25 dataset
Level of theory: the ωB97M-V functional and the def2-TZVPD basis

ORCA input file:
```
! RIJCOSX wB97M-V def2-TZVPD def2/J DEFGRID3
* xyz 1 1
C -0.189 -2.174 -0.641
C -0.587 -1.039 0.270
C -1.130 0.158 -0.537
C -1.522 1.374 0.296
N -0.336 2.022 1.010
N 0.676 -0.658 1.041
H 0.791 -2.119 -1.110
H -0.215 -3.188 -0.208
H -0.884 -2.220 -1.470
H -1.328 -1.294 1.047
H -2.012 -0.238 -1.063
H -0.324 0.491 -1.165
H -1.914 2.196 -0.300
H -2.231 1.208 1.099
H 0.401 2.079 0.294
H -0.585 2.981 1.192
H 1.384 -0.276 0.412
H 0.503 0.079 1.742
H 1.024 -1.528 1.443
H 2.094 0.459 -2.066
H 3.342 0.184 -1.124
O 2.378 0.284 -1.166
*
```

Properties
Gap between HOMO and LUMO, eV: 10.666
Energy above the lowest of the compared OMol25 structures with the same formula, charge and spin, kJ/mol: 50.1
HOMO, eV: -13.558


2.
Formula: C2H4NOP
Source: the OMol25 dataset
Level of theory: the ωB97M-V functional and the def2-TZVPD basis

ORCA input file:
```
! RIJCOSX wB97M-V def2-TZVPD def2/J DEFGRID3
* xyz 0 1
C -0.480 0.128 1.457
C 1.162 0.075 -0.429
N -0.736 -0.526 2.367
O -1.337 -0.110 -1.088
P -0.462 0.942 -0.179
H 0.728 -0.938 -0.104
H 1.945 0.318 0.240
H 1.431 0.186 -1.549
H -2.251 -0.076 -0.716
*
```

Properties
Structure (SMILES): CP(O)C#N
Gap between HOMO and LUMO, eV: 10.399
Energy above the lowest of the compared OMol25 structures with the same formula, charge and spin, kJ/mol: 13.2
HOMO, eV: -9.897


3.
Formula: C5H12N2
Source: the OMol25 dataset
Level of theory: the ωB97M-V functional and the def2-TZVPD basis

ORCA input file:
```
! RIJCOSX wB97M-V def2-TZVPD def2/J DEFGRID3
* xyz 0 1
C -0.791 1.747 1.471
C 0.301 0.764 1.752
C -0.751 -1.077 -0.603
C 0.864 0.435 -1.856
C 0.244 -1.348 -1.724
N 0.395 -0.344 -2.912
N 0.311 -0.598 2.093
H -0.636 2.730 1.905
H -0.263 1.008 0.515
H -1.759 1.398 1.835
H 1.374 1.012 1.486
H -1.542 -0.337 -0.560
H -1.017 -1.901 0.105
H 1.873 0.380 -1.433
H 0.165 1.129 -1.394
H 1.215 -1.727 -1.278
H -0.038 -2.192 -2.330
H -0.023 -0.610 2.992
H 0.079 -0.469 -0.065
*
```

Properties
Gap between HOMO and LUMO, eV: 7.548
Energy above the lowest of the compared OMol25 structures with the same formula, charge and spin, kJ/mol: 1062.2
HOMO, eV: -7.849


4.
Formula: C20H16N4O2S
Source: the OMol25 dataset
Level of theory: the ωB97M-V functional and the def2-TZVPD basis

ORCA input file:
```
! RIJCOSX wB97M-V def2-TZVPD def2/J DEFGRID3
* xyz 0 1
O 5.512 0.738 -0.738
O 5.698 -0.941 -2.066
S -0.155 4.773 0.456
C 0.387 3.205 0.103
C -0.292 1.318 4.919
C -2.049 -1.804 1.823
C 0.985 0.872 4.436
C -0.988 2.238 4.073
C -0.698 -2.121 1.550
C -2.621 -0.594 1.536
C 1.798 -0.477 -3.179
C 1.412 1.229 3.132
C -0.595 2.469 2.776
C 3.103 -0.343 -3.002
C 0.061 -1.205 0.789
C -1.999 0.373 0.740
C 2.802 0.630 -0.854
C 0.901 0.005 -2.222
C 0.545 1.928 2.232
C 3.700 0.105 -1.791
C -0.604 0.095 0.465
C 1.376 0.655 -1.054
N -0.446 0.203 -2.631
N -0.228 2.392 -0.784
N 0.996 2.128 0.859
N 5.073 0.022 -1.491
C 0.368 1.217 -0.143
H -0.541 1.056 5.935
H -2.723 -2.608 2.215
H 1.527 0.242 5.050
H -1.865 2.720 4.462
H -0.265 -3.063 1.864
H -3.678 -0.297 1.731
H 1.383 -1.060 -4.032
H 2.374 0.748 2.828
H -1.153 3.155 2.266
H 3.835 -0.785 -3.679
H 1.091 -1.394 0.545
H -2.524 1.239 0.390
H 3.088 1.185 0.039
H -1.043 0.451 -1.850
H -0.907 -0.427 -3.248
H 0.112 2.484 -1.698
*
```

Properties
Gap between HOMO and LUMO, eV: 8.280
Energy above the lowest of the compared OMol25 structures with the same formula, charge and spin, kJ/mol: 564.4
HOMO, eV: -8.683


5.
Formula: C19H15FN2O
Source: the OMol25 dataset
Level of theory: the ωB97M-V functional and the def2-TZVPD basis

ORCA input file:
```
! RIJCOSX wB97M-V def2-TZVPD def2/J DEFGRID3
* xyz 0 1
C -0.251 0.962 -1.624
C -0.576 -0.237 -0.749
C -1.686 -1.083 -0.681
N -1.510 -1.908 0.215
C -2.384 -2.800 0.438
C -1.974 -3.616 1.632
C -0.720 -3.438 2.308
C 0.243 -2.743 1.738
C -0.114 -1.822 0.756
C 0.403 -0.682 0.197
C 1.928 -0.387 0.709
O 2.759 -1.089 1.089
C 2.099 1.218 0.122
C 3.393 1.379 -0.207
C 3.767 2.720 -0.595
C 2.928 3.917 0.024
C 1.604 3.623 0.518
C 1.326 2.275 0.786
H 0.383 1.785 1.242
H 1.092 4.331 1.028
H 3.289 4.808 -0.308
F 4.998 3.110 -0.900
H 4.083 0.588 -0.488
H 1.197 -2.511 2.425
H -0.284 -4.590 2.886
H -2.729 -4.553 1.948
H -3.383 -2.749 0.085
C -2.800 -0.924 -1.442
H -3.256 -1.633 -1.647
H -2.681 -0.246 -2.412
C -3.830 -0.021 -0.729
C -5.052 0.170 -1.620
N -6.080 0.216 -2.077
H -4.139 -0.260 0.143
H -3.482 1.160 -0.613
H 0.917 0.873 -1.780
H -0.696 0.688 -2.769
H -0.572 2.011 -1.046
*
```

Properties
Gap between HOMO and LUMO, eV: 7.854
HOMO, eV: -8.053


6.
Formula: C6H8O6Yb
Source: the OMol25 dataset
Level of theory: the ωB97M-V functional and the def2-TZVPD basis

ORCA input file:
```
! RIJCOSX wB97M-V def2-TZVPD def2/J DEFGRID3
* xyz 1 2
H 1.176 0.935 0.415
O 2.533 -0.714 -0.486
C 1.730 -0.144 0.494
C 0.323 -0.600 0.531
C -0.590 -0.498 -0.655
C -1.842 0.344 -0.435
O -2.627 -0.246 0.608
C -3.804 0.299 0.853
O -4.294 1.230 0.260
O -4.331 -0.291 1.920
H 2.275 -0.082 1.454
H 0.062 -1.303 1.327
H -0.894 -1.501 -0.990
H -0.056 -0.018 -1.490
H -2.447 0.373 -1.351
H -1.587 1.374 -0.148
H -5.200 0.089 2.100
O 4.285 0.863 -0.160
C 3.906 -0.137 -0.795
O 4.630 -0.711 -1.635
Yb 6.752 0.737 -1.815
*
```

Properties
Gap between HOMO and LUMO (alpha / beta), eV: 2.859 / 5.332
HOMO (alpha / beta), eV: -9.712 / -12.221